74
Properties=species:S:1:pos:R:3 method="wB97M-V/def2-TZVPD" multiplicity=1 mol_weight_da=668.4 homo_lumo_gap_ev=5.7 largest_force_ha_per_bohr=0.0443 lumo_energy_ev=-2.0391 charge=0
F -3.470 -3.922 3.358
C -2.444 -3.401 2.602
C -1.159 -3.377 3.137
C -0.133 -2.879 2.341
F 1.110 -2.873 2.923
C -0.320 -2.447 1.021
B 0.810 -2.000 -0.012
C 2.337 -2.171 0.550
C 3.134 -1.073 0.832
F 2.616 0.185 0.610
C 4.437 -1.140 1.318
C 4.980 -2.406 1.514
F 6.264 -2.508 2.007
C 4.260 -3.560 1.230
C 2.961 -3.409 0.760
F 2.264 -4.565 0.533
C 0.794 -2.893 -1.367
C 1.500 -2.433 -2.474
F 2.203 -1.243 -2.351
C 1.604 -3.110 -3.687
C 1.000 -4.364 -3.765
F 1.088 -5.075 -4.943
C 0.321 -4.916 -2.690
C 0.250 -4.176 -1.513
F -0.318 -4.826 -0.449
H 0.462 -0.776 -0.283
C -1.646 -2.470 0.573
F -1.910 -2.076 -0.720
C -2.720 -2.925 1.322
H -0.940 -3.735 4.137
H 4.983 -0.229 1.526
H 4.676 -4.550 1.371
H 2.143 -2.672 -4.517
H -0.133 -5.901 -2.733
H -3.726 -2.931 0.908
C 2.104 4.876 4.423
N 0.789 4.787 3.817
C -0.234 5.494 4.561
C 0.528 4.008 2.723
C -0.798 3.616 2.372
C -1.017 2.687 1.368
C 0.028 2.195 0.545
C -0.220 1.332 -0.592
C -1.382 1.435 -1.366
C -1.552 0.800 -2.679
C -0.686 0.075 -3.482
C -1.137 -0.329 -4.751
C -2.422 0.015 -5.214
C -3.293 0.779 -4.420
C -2.820 1.167 -3.172
N -3.387 2.066 -2.262
C -4.686 2.695 -2.428
C -2.537 2.263 -1.221
C 1.333 2.712 0.815
C 1.584 3.560 1.876
H 2.777 4.118 4.018
H 2.538 5.870 4.251
H 2.015 4.734 5.509
H -1.111 5.700 3.943
H -0.548 4.931 5.454
H 0.184 6.448 4.906
H -1.642 4.007 2.937
H -2.033 2.342 1.189
H 0.634 0.846 -1.066
H 0.311 -0.148 -3.107
H -0.469 -0.909 -5.389
H -2.747 -0.321 -6.201
H -4.290 1.071 -4.745
H -5.135 2.336 -3.358
H -5.355 2.445 -1.591
H -4.603 3.792 -2.473
H -2.754 3.025 -0.472
H 2.148 2.442 0.150
H 2.605 3.879 2.066

---

16
Properties=species:S:1:pos:R:3 method="wB97M-V/def2-TZVPD" multiplicity=1 mol_weight_da=94.1 homo_lumo_gap_ev=9.3 largest_force_ha_per_bohr=0.0553 lumo_energy_ev=0.7239 relative_energy_kcal_mol=31.25 charge=0
C 1.095 -0.299 -2.052
C -0.165 -0.385 -1.218
C -0.115 -0.766 0.110
O 1.003 -1.361 0.659
H 1.991 -0.031 -1.460
H 0.912 0.606 -2.667
H 1.218 -1.111 -2.719
H -1.044 0.198 -1.605
H -0.959 -0.640 0.882
H 1.280 -0.854 1.503
O -5.029 2.552 0.702
H -5.856 2.914 0.428
H -4.487 3.162 1.134
O 3.353 -0.932 2.222
H 3.195 -1.732 2.719
H 3.608 -1.319 1.360

---

17
Properties=species:S:1:pos:R:3 method="wB97M-V/def2-TZVPD" multiplicity=1 mol_weight_da=107.2 homo_lumo_gap_ev=7.1 largest_force_ha_per_bohr=0.1261 lumo_energy_ev=-0.9319 relative_energy_kcal_mol=389.32 charge=0
C -0.698 1.744 -0.636
C -0.059 1.330 0.869
C 0.711 -0.144 1.474
C 0.821 -1.569 0.658
C -0.607 0.155 -1.567
C 0.313 -0.213 -0.625
C -0.474 0.044 0.666
H -0.227 2.582 -1.184
H -1.775 1.896 -0.575
H -0.576 1.839 1.589
H 0.670 -0.366 2.536
H 0.116 -2.168 1.235
H 1.786 -2.047 0.429
H -0.312 0.305 -2.629
H 1.234 0.237 -0.860
H -1.496 -0.210 0.929
N 0.077 -1.451 -0.930

---

Question: Look up the multiplicity of the first one.
Answer: 1